(1)
Formula: C24H62BrN4O3
Source: the OMol25 dataset
Level of theory: ωB97M-V/def2-TZVPD

```
94
C24H62BrN4O3 | the OMol25 dataset | ωB97M-V/def2-TZVPD
C 2.22 -12.60 -7.05
C 0.93 -11.75 -7.09
C -0.03 -12.12 -8.22
C -0.32 -13.62 -8.30
N -1.24 -14.04 -9.41
C -1.19 -15.56 -9.60
C -2.57 -16.02 -10.05
C -3.44 -14.75 -10.04
C -2.73 -13.84 -9.08
C -0.90 -13.38 -10.71
H 2.89 -12.41 -7.90
H 2.04 -13.67 -7.09
H 2.75 -12.35 -6.14
H 1.18 -10.71 -7.31
H 0.50 -11.80 -6.09
H 0.33 -11.72 -9.16
H -1.02 -11.68 -8.04
H -0.71 -14.03 -7.36
H 0.53 -14.30 -8.43
H -0.37 -15.78 -10.28
H -0.96 -15.93 -8.60
H -2.56 -16.48 -11.03
H -2.96 -16.73 -9.33
H -3.46 -14.32 -11.04
H -4.48 -14.98 -9.81
H -2.99 -12.79 -9.25
H -2.77 -14.08 -8.02
H -1.34 -13.93 -11.53
H 0.19 -13.43 -10.82
H -1.19 -12.33 -10.65
C -4.99 -20.89 0.04
N -5.31 -20.93 -1.44
C -4.54 -22.14 -1.97
C -6.74 -21.24 -1.60
C -4.84 -19.66 -2.07
C -5.18 -19.56 -3.56
O -4.34 -18.57 -4.08
H -5.43 -21.79 0.47
H -5.21 -19.91 0.43
H -3.91 -21.01 0.15
H -4.69 -22.23 -3.04
H -4.85 -23.03 -1.44
H -3.50 -21.92 -1.73
H -7.04 -21.33 -2.65
H -7.32 -20.34 -1.35
H -7.14 -21.99 -0.93
H -3.76 -19.63 -1.89
H -5.32 -18.86 -1.51
H -6.24 -19.30 -3.68
H -5.02 -20.51 -4.07
H -4.53 -18.41 -5.03
C -9.97 -12.36 -4.32
N -8.65 -13.05 -4.19
C -7.56 -12.10 -4.55
C -8.48 -13.43 -2.74
C -8.64 -14.29 -5.05
C -7.41 -15.15 -4.95
O -6.35 -14.55 -5.69
H -10.79 -12.97 -3.96
H -10.07 -12.05 -5.36
H -9.92 -11.42 -3.77
H -6.63 -12.64 -4.39
H -7.59 -11.20 -3.92
H -7.70 -11.75 -5.57
H -7.59 -14.02 -2.58
H -9.34 -14.06 -2.51
H -8.55 -12.53 -2.14
H -8.73 -13.95 -6.08
H -9.58 -14.80 -4.84
H -7.58 -16.13 -5.41
H -7.03 -15.36 -3.95
H -5.82 -15.26 -6.10
C -9.88 -14.99 -10.08
N -9.68 -16.30 -10.82
C -11.02 -16.91 -11.09
C -8.92 -16.05 -12.09
C -8.94 -17.22 -9.85
C -7.42 -17.05 -9.85
O -7.02 -15.79 -9.31
H -8.90 -14.55 -9.99
H -10.24 -15.26 -9.09
H -10.58 -14.35 -10.62
H -11.63 -16.18 -11.61
H -11.45 -17.23 -10.14
H -10.89 -17.80 -11.70
H -9.65 -15.85 -12.87
H -8.39 -16.96 -12.34
H -8.29 -15.17 -11.97
H -9.15 -18.21 -10.24
H -9.36 -17.12 -8.85
H -7.06 -17.07 -10.88
H -6.95 -17.84 -9.25
H -6.38 -15.97 -8.59
Br -4.87 -17.17 -7.13
```

Properties
- Relative energy (zero: lowest compared OMol25 entry of this formula, charge and spin): 0.0 kcal/mol
- Multiplicity: 1
- E_HOMO: -0.5430 Ha
- Frontier orbital gap: 8.99 eV
- DFT total energy: -108015.54339 eV
- Charge: +3

***

(2)
Formula: C24H62N6O10
Source: the OMol25 dataset
Level of theory: ωB97M-V/def2-TZVPD

```
102
C24H62N6O10 | the OMol25 dataset | ωB97M-V/def2-TZVPD
C 6.62 -14.53 -15.86
C 8.04 -14.90 -16.36
N 9.11 -14.50 -15.72
O 8.16 -15.48 -17.40
H 6.44 -13.59 -15.33
H 6.33 -15.22 -15.07
H 5.95 -14.59 -16.72
H 9.07 -14.01 -14.84
H 9.97 -14.81 -16.15
C 7.54 -20.06 -2.51
C 6.98 -20.15 -3.91
N 7.31 -21.16 -4.69
O 6.25 -19.28 -4.43
H 8.59 -19.77 -2.47
H 7.45 -20.94 -1.87
H 6.99 -19.24 -2.04
H 6.88 -21.17 -5.61
H 7.66 -22.00 -4.26
C 8.85 -19.70 -10.64
C 8.76 -18.41 -11.34
N 7.83 -17.50 -10.87
O 9.50 -18.24 -12.31
H 9.90 -19.98 -10.60
H 8.20 -20.43 -11.14
H 8.72 -19.60 -9.56
H 7.91 -16.57 -11.24
H 7.05 -17.82 -10.31
C 4.08 -23.04 -10.13
C 2.60 -22.89 -10.56
N 2.04 -21.72 -10.36
O 2.07 -23.80 -11.14
H 4.73 -23.25 -10.98
H 4.16 -23.70 -9.27
H 4.47 -22.10 -9.75
H 1.26 -21.52 -10.97
H 2.40 -21.12 -9.63
C 11.67 -23.26 -18.69
C 11.34 -21.87 -18.09
N 11.69 -21.84 -16.77
O 10.76 -20.92 -18.58
H 11.88 -24.09 -18.00
H 12.45 -23.15 -19.44
H 10.93 -23.66 -19.38
H 11.47 -21.03 -16.20
H 12.31 -22.55 -16.40
C 1.88 -16.61 -13.54
C 1.85 -17.44 -14.79
N 0.69 -17.39 -15.39
O 2.86 -18.04 -15.20
H 2.39 -15.65 -13.65
H 2.27 -17.20 -12.71
H 0.86 -16.51 -13.15
H 0.02 -16.75 -14.97
H 0.50 -17.92 -16.23
C 5.01 -9.69 -10.25
C 4.17 -11.01 -9.96
C 3.04 -11.35 -10.90
O 5.11 -11.97 -10.12
H 5.43 -9.86 -11.24
H 5.64 -9.37 -9.42
H 4.40 -8.79 -10.33
H 3.77 -11.01 -8.94
H 3.41 -11.56 -11.90
H 2.41 -10.47 -11.01
H 2.45 -12.21 -10.59
H 5.71 -11.95 -9.36
C 14.13 -23.69 -11.57
C 15.61 -23.48 -11.96
C 16.57 -24.05 -10.96
O 15.80 -24.09 -13.19
H 13.47 -23.51 -12.43
H 13.97 -22.99 -10.75
H 13.86 -24.69 -11.24
H 15.62 -22.40 -11.87
H 17.48 -23.50 -11.18
H 16.50 -25.13 -10.88
H 16.29 -23.72 -9.96
H 15.35 -24.93 -13.16
C 0.19 -18.29 -6.58
C 1.30 -17.29 -7.17
C 1.38 -16.07 -6.27
O 2.56 -17.84 -7.34
H 0.00 -18.20 -5.51
H 0.44 -19.33 -6.79
H -0.79 -18.24 -7.06
H 0.91 -16.99 -8.14
H 2.25 -15.45 -6.45
H 1.32 -16.29 -5.20
H 0.48 -15.45 -6.34
H 3.11 -17.96 -6.57
C 6.12 -22.83 -16.02
C 5.81 -22.13 -17.32
C 4.46 -22.36 -18.02
O 6.03 -20.73 -17.30
H 6.87 -22.42 -15.36
H 6.52 -23.84 -16.14
H 5.28 -22.99 -15.35
H 6.51 -22.61 -18.00
H 4.44 -23.39 -18.37
H 4.39 -21.87 -18.99
H 3.65 -22.06 -17.36
H 5.44 -20.44 -16.60
```

Properties
- Multiplicity: 1
- E_HOMO: -0.3348 Ha
- Frontier orbital gap: 9.03 eV
- DFT total energy: -55308.00537 eV
- SMILES string: CC(N)=O.CC(N)=O.CC(N)=O.CC(N)=O.CC(N)=O.CC(N)=O.CC(C)O.CC(C)O.CC(C)O.CC(C)O

***

(3)
Formula: C24H63BCoF4N3O12
Source: the OMol25 dataset
Level of theory: ωB97M-V/def2-TZVPD

```
108
C24H63BCoF4N3O12 | the OMol25 dataset | ωB97M-V/def2-TZVPD
Co 16.15 22.00 -3.13
B 13.52 21.80 -3.91
F 12.35 21.63 -3.21
F 13.27 22.01 -5.25
F 14.22 22.91 -3.29
F 14.47 20.74 -3.69
C 16.39 25.15 -2.59
O 16.26 23.80 -2.11
C 15.92 23.77 -0.73
C 16.07 22.34 -0.22
N 15.59 21.39 -1.26
C 16.15 20.05 -1.01
C 15.48 19.33 0.15
O 14.16 18.90 -0.05
C 13.67 18.05 0.97
H 15.40 25.51 -2.87
H 17.04 25.27 -3.46
H 16.93 25.74 -1.85
H 14.88 24.06 -0.58
H 16.58 24.43 -0.16
H 15.45 22.23 0.68
H 17.04 22.09 0.21
H 14.57 21.37 -1.12
H 17.21 19.86 -0.87
H 15.96 19.45 -1.91
H 15.48 19.96 1.06
H 16.15 18.56 0.57
H 12.70 17.67 0.63
H 13.64 18.55 1.94
H 14.33 17.18 1.06
C 14.59 26.91 -10.30
O 14.84 26.41 -9.03
C 14.45 25.07 -8.85
C 14.28 24.77 -7.36
N 15.47 25.06 -6.50
C 15.45 26.44 -5.93
C 14.17 26.85 -5.21
O 14.54 27.52 -4.00
C 13.45 27.65 -3.08
H 13.58 27.28 -10.44
H 14.75 26.20 -11.13
H 15.27 27.70 -10.62
H 15.16 24.39 -9.36
H 13.53 24.81 -9.38
H 14.13 23.70 -7.17
H 13.40 25.33 -7.06
H 16.13 25.28 -7.25
H 15.78 27.20 -6.64
H 16.22 26.46 -5.15
H 13.58 26.01 -4.82
H 13.57 27.48 -5.88
H 13.27 26.69 -2.58
H 12.55 27.97 -3.61
H 13.84 28.37 -2.37
C 11.85 21.26 -8.22
O 13.09 21.87 -8.58
C 14.11 21.13 -9.17
C 13.76 20.45 -10.50
N 14.75 19.57 -11.07
C 14.80 18.19 -10.60
C 15.34 17.32 -11.75
O 14.29 16.71 -12.49
C 13.80 15.50 -11.93
H 11.48 20.47 -8.87
H 11.15 22.09 -8.23
H 11.98 20.87 -7.21
H 14.63 20.44 -8.48
H 14.90 21.87 -9.38
H 13.58 21.26 -11.21
H 12.80 19.94 -10.35
H 14.76 19.70 -12.06
H 13.81 17.84 -10.31
H 15.48 18.08 -9.76
H 16.02 16.51 -11.47
H 15.84 17.95 -12.49
H 13.21 15.79 -11.05
H 14.55 14.83 -11.50
H 13.18 15.00 -12.66
C 11.05 18.99 -1.63
C 10.17 17.81 -1.23
O 10.84 16.58 -1.28
O 10.94 19.23 -3.04
H 12.09 18.76 -1.40
H 10.83 19.93 -1.11
H 9.25 17.82 -1.83
H 9.82 17.99 -0.21
H 11.15 16.45 -2.19
H 10.86 20.19 -3.13
C 11.15 22.63 0.44
C 12.56 22.31 0.94
O 13.17 21.45 -0.02
O 11.16 23.22 -0.85
H 10.53 23.13 1.18
H 10.68 21.65 0.30
H 12.47 21.76 1.88
H 13.13 23.22 1.10
H 13.28 20.54 0.31
H 11.76 22.69 -1.38
C 17.88 20.88 -5.10
C 17.03 21.82 -5.88
O 16.53 22.88 -5.03
O 17.14 20.36 -3.96
H 18.79 21.37 -4.76
H 18.21 20.06 -5.73
H 16.10 21.33 -6.19
H 17.52 22.27 -6.75
H 15.98 23.53 -5.53
H 17.10 19.41 -4.05
```

Properties
- Multiplicity: 4
- E_HOMO (spin up / spin down): -0.3800 / -0.3800 Ha
- Frontier orbital gap (spin up / spin down): 7.86 / 7.42 eV
- DFT total energy: -104118.69387 eV
- Charge: +1

***

(4)
Formula: C24H63FeO9
Source: the OMol25 dataset
Level of theory: ωB97M-V/def2-TZVPD

```
97
C24H63FeO9 | the OMol25 dataset | ωB97M-V/def2-TZVPD
Fe 0.12 -0.34 -0.88
C 1.79 2.47 -3.63
C 0.47 2.42 -2.84
O 0.29 1.43 -1.89
H 2.70 2.76 -3.11
H 1.84 3.07 -4.54
H 2.15 1.47 -3.91
H -0.29 2.28 -3.61
H 0.25 3.38 -2.36
C -0.52 -4.20 -0.25
C 0.09 -3.18 0.81
O -0.18 -1.88 0.43
H -0.16 -5.22 -0.14
H -0.19 -3.92 -1.25
H -1.61 -4.24 -0.26
H 1.18 -3.28 0.83
H -0.30 -3.50 1.78
C 0.63 -3.20 -4.54
C 1.02 -1.92 -3.76
O 0.38 -1.51 -2.52
H 0.63 -4.16 -4.02
H 1.39 -3.48 -5.27
H -0.38 -3.11 -4.92
H 1.09 -1.10 -4.48
H 2.06 -2.11 -3.51
C -3.91 -1.71 3.00
C -4.00 -2.48 1.69
C -5.41 -2.63 1.13
O -3.28 -1.83 0.66
H -4.71 -1.96 3.70
H -3.96 -0.63 2.86
H -2.94 -1.90 3.46
H -3.64 -3.50 1.87
H -5.89 -1.65 1.16
H -6.03 -3.28 1.75
H -5.36 -3.09 0.14
H -2.37 -2.10 0.83
C 4.20 1.00 -0.70
C 3.16 -0.13 -0.96
C 3.68 -1.51 -0.99
O 2.07 -0.04 -0.18
H 4.87 0.83 0.13
H 3.78 2.00 -0.56
H 4.79 1.23 -1.59
H 2.77 0.05 -1.96
H 4.40 -1.45 -1.81
H 2.92 -2.28 -1.13
H 4.16 -1.71 -0.03
H 2.36 -0.19 0.72
C 5.04 -1.66 3.09
C 3.56 -1.59 3.03
C 2.78 -1.68 4.35
O 3.04 -0.55 2.32
H 5.44 -2.62 3.43
H 5.43 -0.99 3.86
H 5.54 -1.45 2.15
H 3.22 -2.42 2.42
H 3.05 -2.51 5.00
H 1.70 -1.69 4.27
H 3.08 -0.83 4.97
H 2.69 0.00 3.03
C -3.31 -1.44 -2.69
C -2.85 -0.03 -2.21
C -4.00 0.83 -1.65
O -2.01 -0.23 -1.07
H -2.42 -1.80 -3.21
H -4.11 -1.23 -3.40
H -3.73 -2.07 -1.91
H -2.42 0.62 -2.98
H -3.73 1.89 -1.72
H -4.25 0.54 -0.63
H -4.94 0.90 -2.19
H -2.66 -0.43 -0.39
C -0.42 0.89 3.42
C -1.24 0.86 2.08
C -2.16 2.12 1.91
O -0.39 0.94 0.90
H 0.13 1.83 3.39
H 0.35 0.12 3.50
H -1.07 0.95 4.29
H -1.87 -0.03 2.07
H -1.60 3.05 1.80
H -2.92 2.18 2.69
H -2.64 2.12 0.93
H -0.13 1.86 0.84
C 1.56 5.73 -0.31
C 0.36 5.04 0.44
C -0.95 5.57 -0.14
O 0.52 3.65 0.32
H 1.40 6.79 -0.48
H 1.65 5.34 -1.32
H 2.49 5.61 0.25
H 0.50 5.19 1.51
H -1.06 5.87 -1.18
H -1.20 6.47 0.42
H -1.80 4.91 0.02
H 0.22 3.41 -0.56
```

Properties
- Relative energy (zero: lowest compared OMol25 entry of this formula, charge and spin): 0.0 kcal/mol
- Multiplicity: 6
- E_HOMO (spin up / spin down): -0.3006 / -0.2830 Ha
- Frontier orbital gap (spin up / spin down): 8.78 / 7.75 eV
- DFT total energy: -78721.45030 eV